No. 1
The following is a quantum chemistry calculation of a gas-phase ion, C8H8N (charge +1) at a distorted geometry, from the OMol25 dataset.

ΔE to the lowest compared entry with this formula, charge and spin, kJ/mol: 441.5
HOMO energy (alpha / beta), eV: -14.80 / -13.83
Charge: +1

Each line ends with the natural charge from an NBO analysis.
Cartesian coordinates (Å):
C -3.11319 -1.15485 0.08692  0.1327
C -3.67071 0.05777 0.13879  0.2703
C -1.43355 1.12650 -0.15070  0.1330
C -1.03927 -0.10457 -0.20361  -0.2156
C 0.36043 -0.01542 -0.47431  0.1877
C -1.85081 -1.39271 -0.07169  -0.2095
C 2.81663 0.13936 -0.03470  -0.6058
C 1.41316 -0.03450 0.53034  -0.5186
N -3.57494 1.22828 0.12430  -0.2047
H -1.30890 2.17959 -0.17692  0.2813
H 0.64837 0.00908 -1.52024  0.2343
H -1.32376 -2.32599 -0.12833  0.2741
H 3.53984 0.16316 0.77598  0.2446
H 2.90273 1.06859 -0.59102  0.2236
H 3.07633 -0.68338 -0.69587  0.2242
H 1.20671 0.72226 1.30077  0.2728
H 1.35095 -0.98316 1.09030  0.2757



No. 2
The following is a quantum chemistry calculation of a molecular structure, C76H71N4O6P2Tl, from the OMol25 dataset.

HOMO energy (alpha / beta), eV: -1.81 / -1.72
Charge: -2

Each line ends with the Löwdin charge.
Cartesian coordinates (Å):
Tl 0.09690 -0.57805 -0.57838  0.7369
C 4.24743 8.69047 -2.89159  -0.1131
O 3.01523 8.07428 -3.17685  -0.0959
C 2.82905 6.81245 -2.67290  -0.2909
C 3.68654 6.20315 -1.77125  -0.0270
C 3.40668 4.91605 -1.31444  -0.0250
C 2.28894 4.22171 -1.74756  -0.2054
C 1.43595 4.85708 -2.65745  -0.0053
C 1.69541 6.13606 -3.11200  0.0055
C 1.99304 2.81932 -1.31854  -0.0580
C 2.18606 1.83362 -2.29372  -0.2521
C 2.75883 2.03433 -3.60367  -0.0288
C 2.64312 0.84282 -4.25818  -0.0600
C 2.02287 -0.07835 -3.32949  -0.2782
N 1.79589 0.53469 -2.16659  0.0539
C 1.74256 -1.48258 -3.52272  -0.0577
C 2.07236 -2.39376 -2.47220  -0.2941
C 2.69899 -3.68644 -2.67609  -0.0330
C 3.08108 -4.12313 -1.44876  -0.0177
C 2.60518 -3.13660 -0.49001  -0.2246
C 2.68631 -3.22212 0.91103  -0.0487
C 3.35385 -4.42503 1.48147  -0.1935
C 2.91827 -5.72123 1.18722  -0.0251
C 3.55689 -6.83191 1.70719  -0.0045
C 4.65299 -6.67938 2.54712  -0.2911
O 5.22349 -7.83569 3.01607  -0.0961
C 6.24994 -7.69127 3.96715  -0.1136
C 5.10224 -5.40594 2.86208  -0.0261
C 4.45363 -4.29810 2.32485  -0.0309
C 2.16016 -2.27499 1.82630  -0.2281
N 1.53094 -1.11923 1.51382  0.0464
C 1.07061 -0.57332 2.66898  -0.2800
C 0.45061 0.69391 2.80403  -0.0170
C -0.35936 0.93046 4.12584  -0.2535
C 0.64842 1.17572 5.23485  -0.0173
C 0.41523 1.33325 6.54037  -0.0219
C -0.87801 1.40815 7.20813  -0.2542
O -0.93829 2.05454 8.44240  -0.1156
C 0.23584 2.59554 8.99663  -0.1249
C -2.05068 0.97129 6.75219  0.0241
C -2.37215 0.16177 5.53875  -0.2299
C 0.72927 1.73246 1.84228  -0.2383
C 0.90853 3.16354 2.08084  -0.0332
C 1.37638 3.71237 0.93442  -0.0373
C 1.50161 2.63692 -0.01359  -0.2613
N 1.12694 1.46718 0.57401  0.0388
C 1.42148 -1.44084 3.78460  -0.0285
C 2.12211 -2.47499 3.26789  -0.0093
N 2.03886 -2.10150 -1.16559  0.0304
C 1.06337 -1.96930 -4.72559  -0.1547
C 0.38326 -3.20652 -4.69418  -0.0114
C -0.43277 -3.61917 -5.72719  -0.0006
C -0.62641 -2.80471 -6.83647  -0.2961
O -1.49754 -3.25882 -7.79418  -0.0965
C -2.02587 -2.28818 -8.66935  -0.1077
C 0.03770 -1.58992 -6.91076  -0.0292
C 0.86275 -1.18493 -5.87071  -0.0231
H 4.24752 9.63725 -3.42742  0.0846
H 5.09076 8.08301 -3.23583  0.0933
H 4.36951 8.88686 -1.82169  0.0877
H 4.57687 6.70730 -1.41809  0.0945
H 4.08381 4.44383 -0.61270  0.1238
H 0.56158 4.32610 -3.01384  0.1065
H 1.03075 6.62494 -3.81477  0.1151
H 3.22224 2.93957 -3.96892  0.1046
H 3.02725 0.59686 -5.23770  0.0943
H 2.89580 -4.14003 -3.63722  0.1024
H 3.64210 -5.01619 -1.22339  0.0949
H 2.04307 -5.85187 0.56310  0.1269
H 3.20915 -7.83453 1.48852  0.1152
H 6.54077 -8.69752 4.26085  0.0843
H 5.90763 -7.14431 4.85158  0.0929
H 7.12151 -7.17512 3.55125  0.0882
H 5.94699 -5.25525 3.52118  0.0944
H 4.81695 -3.30573 2.56058  0.1211
H 1.68439 1.21897 4.91519  0.1236
H 1.28455 1.47405 7.17116  0.0914
H -0.06900 3.08426 9.92107  0.0835
H 0.70237 3.33918 8.34271  0.0907
H 0.97605 1.82713 9.24360  0.0849
H -2.91146 1.20009 7.37849  0.1252
H -2.89260 -0.73127 5.90068  0.1355
H 0.82476 3.70061 3.00324  0.0814
H 1.63022 4.74781 0.76030  0.1010
H 1.23595 -1.25694 4.83159  0.0956
H 2.52306 -3.31712 3.80886  0.1024
H 0.44457 -3.81674 -3.80319  0.1155
H -0.97830 -4.55274 -5.66333  0.1182
H -2.87133 -2.75210 -9.17403  0.0846
H -1.29389 -1.97379 -9.42161  0.0851
H -2.37197 -1.40414 -8.12596  0.0947
H -0.09271 -0.93207 -7.76076  0.0992
H 1.33409 -0.21624 -5.94547  0.0767
O -4.67655 -4.56374 0.67121  -0.0875
C -3.58195 -4.08368 1.01466  -0.7768
O -2.42312 -4.46537 0.69317  -0.1218
C -3.61054 -2.87426 2.02134  -0.2623
P -1.85338 -2.36563 2.36706  1.0813
C -1.49050 -3.61596 3.68086  -0.3417
C -1.87986 -3.49571 5.01458  -0.0947
C -1.52255 -4.45235 5.95777  -0.1058
C -0.79846 -5.57178 5.57492  -0.1200
C -0.45121 -5.73397 4.23893  -0.0926
C -0.78278 -4.76163 3.30582  -0.0906
C -2.18666 -0.90845 3.46447  -0.3142
C -3.28073 -0.14350 3.40317  -0.0536
C -3.30249 0.87511 4.52639  -0.2378
C -2.58823 2.15079 4.18029  -0.0388
C -1.27034 2.16331 4.05124  -0.0234
C -1.27687 -0.31794 4.56714  -0.1637
H -4.11703 -3.18209 2.93686  0.0789
H -4.17625 -2.04880 1.58787  0.0555
H -2.47337 -2.64669 5.33223  0.0839
H -1.81748 -4.32335 6.99378  0.0893
H -0.50367 -6.30997 6.31258  0.0861
H 0.09089 -6.61951 3.92797  0.0932
H -0.50904 -4.87287 2.26325  0.0947
H -4.09904 -0.23851 2.70111  0.0957
H -4.30600 1.06147 4.91517  0.1363
H -3.15555 3.07346 4.10124  0.1050
H -0.78336 3.10483 3.93689  0.0831
H -0.64514 -1.07587 5.02139  0.1078
C -4.06467 -0.15941 -1.70410  -0.0975
C -3.41378 0.53465 -2.90634  -0.6917
C -2.59124 -0.51512 -3.67028  -0.1148
C -4.47264 1.11330 -3.84210  -0.0919
P -2.12079 1.75481 -2.25163  1.1328
C -1.71450 2.66336 -3.81016  -0.3534
C -2.35381 3.77548 -4.36120  -0.1092
C -1.86135 4.39044 -5.50529  -0.1008
C -0.72638 3.89601 -6.13554  -0.1048
C -0.09111 2.77713 -5.61700  -0.0824
C -0.57470 2.17730 -4.46189  -0.1081
C -2.93372 3.01858 -1.09597  -0.6838
C -4.35395 3.51672 -1.36267  -0.0950
C -2.91378 2.33307 0.28316  -0.1140
C -1.95227 4.19550 -1.02603  -0.1010
H -4.60328 -1.05257 -2.03437  0.0912
H -4.77583 0.49465 -1.19392  0.0621
H -3.30120 -0.48383 -0.99053  0.0598
H -3.24947 -1.32005 -4.01578  0.0886
H -1.83080 -0.96359 -3.02446  0.0369
H -2.09193 -0.08811 -4.54414  0.0668
H -5.12976 0.30504 -4.18473  0.0817
H -4.01603 1.57085 -4.72155  0.0688
H -5.09489 1.86277 -3.34902  0.0578
H -3.24661 4.17598 -3.90239  0.0825
H -2.37101 5.25907 -5.90793  0.0925
H -0.33509 4.38976 -7.01792  0.0920
H 0.80279 2.38609 -6.08879  0.0959
H -0.04664 1.33181 -4.02974  0.0844
H -5.07231 2.69571 -1.34396  0.0600
H -4.45621 4.04093 -2.31304  0.0558
H -4.63564 4.21892 -0.56824  0.0801
H -3.65689 1.53594 0.34437  0.0604
H -3.13418 3.06372 1.06929  0.0805
H -1.93563 1.89170 0.49681  0.0563
H -1.90798 4.76135 -1.95705  0.0616
H -0.94505 3.83563 -0.79475  0.0647
H -2.25206 4.87779 -0.22296  0.0857



No. 3
The following is a quantum chemistry calculation of 3 unconnected molecules or ions with the total composition H6O3 at a distorted geometry, from the OMol25 dataset.

ΔE to the lowest compared entry with this formula, charge and spin, kJ/mol: 101.3
HOMO energy, eV: -10.76
SMILES: O.O.O

Each line ends with the natural charge from an NBO analysis.
Cartesian coordinates (Å):
O 0.50096 10.02282 7.62375  -0.9206
H 1.38231 10.44129 7.64003  0.4604
H 0.37972 10.14070 6.67593  0.4602
O -1.08182 -3.63662 -3.46801  -0.9479
H -1.69174 -4.38719 -3.38179  0.4606
H -0.22787 -4.07630 -3.36300  0.4804
O 0.21054 -5.89896 -3.94069  -1.0097
H 0.78098 -6.16374 -3.21523  0.5060
H -0.25308 -6.44200 -4.57098  0.5106



No. 4
The following is a quantum chemistry calculation of 2 unconnected molecules or ions with the total composition C4H13N2O at a distorted geometry, from the OMol25 dataset.

ΔE to the lowest compared entry with this formula, charge and spin, kJ/mol: 214.5
HOMO energy, eV: -14.37
Charge: +1

Each line ends with the natural charge from an NBO analysis.
Cartesian coordinates (Å):
C 2.81189 0.54419 -0.43058  -0.7460
C -2.07445 0.95195 -0.76635  -0.4409
C 0.97055 -0.38677 0.91614  -0.3427
C 1.67179 -0.25462 -0.46303  0.5962
N -0.24827 -1.23898 0.73306  -0.7521
N -2.54471 -0.03726 0.25704  -0.8556
O 1.18679 -0.92945 -1.34417  -0.5356
H 2.84586 1.08455 0.53863  0.2343
H 3.73110 0.00879 -0.63163  0.2914
H 2.72931 1.28418 -1.22277  0.2810
H -1.02908 1.26377 -0.53203  0.1785
H -2.16668 0.40896 -1.79838  0.2321
H -2.49646 1.97721 -0.80927  0.2301
H 0.81242 0.61040 1.24439  0.2286
H 1.70888 -0.85563 1.58888  0.2483
H -0.44474 -1.99251 1.43970  0.4375
H -0.11539 -1.60137 -0.17386  0.4372
H -2.84363 0.37863 1.13994  0.4029
H -3.31024 -0.63258 -0.24685  0.4210
H -1.19492 -0.58347 0.56114  0.4538



No. 5
The following is a quantum chemistry calculation of a molecular structure, C24H34BrNO6PPdTe, from the OMol25 dataset.

ΔE to the lowest compared entry with this formula, charge and spin, kJ/mol: 45.6
HOMO energy (alpha / beta), eV: -10.48 / -10.48
Charge: +1

Each line ends with the natural charge from an NBO analysis.
Cartesian coordinates (Å):
Pd 0.22323 0.23747 -0.29627  1.1583
C 3.97627 -5.51795 2.93418  -0.6078
C 3.65551 -4.38068 3.90284  -0.0823
C 4.96759 -3.90013 4.54082  -0.5949
C 2.72097 -4.91932 4.99585  -0.5946
C 2.97592 -3.20741 3.20414  0.0115
C 2.73404 -3.18404 1.84142  -0.2439
C 2.09366 -2.09678 1.27876  -0.1395
Br 1.98452 -2.08657 -0.61548  0.1032
C 1.63894 -1.00074 2.02564  0.3314
O 1.06514 0.05949 1.47704  -0.6847
C 1.95801 -0.97285 3.41749  -0.0573
C 2.60806 -2.07889 3.93797  -0.1540
C 1.82183 0.27339 4.31456  -0.0798
C 0.73107 1.27997 3.92783  -0.6002
C 1.54415 -0.11331 5.77622  -0.5981
C 3.17943 0.99600 4.24458  -0.5944
H 4.43870 -6.33940 3.48219  0.2227
H 4.67813 -5.20452 2.15906  0.2125
H 3.07615 -5.90652 2.45330  0.2094
H 5.46260 -4.73369 5.04199  0.2169
H 4.79783 -3.11992 5.28369  0.2060
H 5.64653 -3.50518 3.78333  0.2160
H 3.19319 -5.75818 5.51003  0.2178
H 1.78135 -5.27111 4.56441  0.2081
H 2.48964 -4.15806 5.74228  0.2064
H 3.04505 -3.99751 1.20298  0.2362
H 2.87380 -2.06410 4.98453  0.2112
H -0.26110 0.82426 3.92954  0.1907
H 0.90349 1.73166 2.95598  0.2305
H 0.72649 2.07542 4.67535  0.2132
H 0.60644 -0.66393 5.87675  0.2044
H 1.46059 0.79860 6.36828  0.2200
H 2.33880 -0.70500 6.22738  0.2077
H 3.40447 1.30064 3.22082  0.2186
H 3.98536 0.34920 4.59456  0.2117
H 3.15801 1.89103 4.86981  0.2147
O 1.33193 3.78347 -1.60190  -0.5238
C 0.88901 2.68491 -1.43033  0.7294
O 1.13125 1.95083 -0.35077  -0.6187
C 0.00419 2.01203 -2.45370  0.0979
C -0.32687 2.59230 -3.65806  -0.1849
C -1.13931 1.88056 -4.52900  -0.1210
C -1.58979 0.61888 -4.16581  -0.2231
C -1.22222 0.09667 -2.93944  0.0571
N -0.44030 0.79491 -2.11540  -0.4368
H 0.06019 3.57692 -3.88060  0.2682
H -1.41766 2.30386 -5.48452  0.2437
H -2.21979 0.03751 -4.82318  0.2465
H -1.53760 -0.87847 -2.59508  0.2428
C -1.29823 -2.16297 4.25329  -0.6271
C -2.42283 -2.14103 3.25587  -0.0551
O -1.86098 -2.30217 1.91630  -0.8289
P -2.08096 -1.35745 0.69628  2.1272
O -0.96493 -1.49283 -0.31367  -1.0709
Te -1.82738 1.00956 1.17175  0.2102
O -3.42768 -1.72914 -0.00259  -0.8251
C -4.68546 -1.90652 0.71478  -0.0606
C -5.77466 -2.09586 -0.30713  -0.6282
H -1.70617 -2.10625 5.26323  0.2320
H -0.63164 -1.31785 4.09474  0.2226
H -0.71790 -3.08040 4.15871  0.2326
H -2.98307 -1.20277 3.29884  0.1784
H -3.11449 -2.97011 3.39153  0.2037
H -4.86351 -1.01870 1.32680  0.1817
H -4.58151 -2.77695 1.36222  0.1942
H -5.86098 -1.21891 -0.94672  0.2236
H -6.72565 -2.24776 0.20286  0.2354
H -5.57096 -2.96850 -0.92555  0.2292